# C4H8O3

An isolated molecule of C4H8O3 (the ωB97M-V functional and the def2-TZVPD basis, the OMol25 dataset).

The geometry in XYZ format:
```
15
Properties=species:S:1:pos:R:3:forces:R:3
C 1.927730 2.132002 -0.130350 0.25 -0.06 0.08
O 0.564240 2.308189 -0.557510 -0.36 -0.08 -0.07
C -0.375620 1.419783 -0.322928 0.47 -0.02 0.13
O 0.156534 0.378089 0.321341 -0.17 0.29 -0.16
C -0.816064 -0.608417 0.687117 -0.17 -0.18 0.11
C -0.877354 -1.714118 -0.349430 0.28 0.30 -0.11
O -1.847392 -2.626811 0.121467 -0.06 -0.25 -0.15
H 2.405432 1.332761 -0.701635 -0.07 0.08 0.09
H 2.416496 3.085053 -0.333875 -0.07 -0.16 0.03
H 1.976238 1.897860 0.934980 -0.02 0.04 -0.15
H -0.511720 -1.009391 1.656703 -0.03 0.05 -0.12
H -1.794459 -0.131175 0.774822 0.12 -0.06 0.02
H -1.155706 -1.274940 -1.319171 0.01 -0.08 0.15
H 0.112627 -2.183637 -0.455512 -0.15 0.05 0.03
H -1.963855 -3.318324 -0.539340 -0.02 0.08 0.13
```
Positions in Å, forces in eV/Å.

Properties
Charge: 0
Molar mass in g/mol: 104.10
Lowest unoccupied orbital energy in Eh: 0.0300
Energy above the lowest of the compared OMol25 structures with the same formula, charge and spin in eV: 3.387

Atom charges from the Mulliken analysis, given in e for atoms 1 to 5: number 1, C, carries -0.5827; number 2, O, carries -0.0660; number 3, C, carries -0.3180; number 4, O, carries -0.1505; number 5, C, carries -0.3471